Entry 1:
The following is a DFT calculation (ωB97M-V/def2-TZVPD) of a cluster of 4 separate species, C3H13NO4 in total.

Atoms and positions in Å:
O1 -1.66509 -2.89491 2.64513
O2 -0.32621 -0.80780 2.46491
O3 0.20943 1.25762 0.85671
O4 -0.43353 -2.82602 0.17805
N1 0.11890 2.92209 -0.57317
C1 0.21281 1.58783 -0.31928
C2 1.00817 1.04614 -2.72014
C3 0.36005 0.50398 -1.45268
H1 -2.45128 -2.24734 2.66149
H2 -0.11421 0.14125 2.03630
H3 -0.73047 -2.49052 2.72077
H4 1.88383 1.76067 -2.74811
H5 0.23968 3.50280 0.16499
H6 0.08606 3.24042 -1.54836
H7 -0.58633 0.04656 -1.50278
H8 0.20220 -0.42365 3.32127
H9 0.52470 1.39534 -3.48942
H10 1.45521 0.08336 -3.29321
H11 1.02643 -0.30566 -0.94301
H12 -0.76931 -3.41770 0.78820
H13 -0.25106 -2.07443 0.75234

Values from the calculation:
SMILES string   CCC(N)=O.O.O.O
LUMO energy   0.541 eV
Frontier orbital gap   10.732 eV
Relative energy (zero: lowest compared OMol25 entry of this formula, charge and spin)   2.6407 eV
Net charge   0

Here are the Löwdin charges for atoms 1 to 4, given in e:
1 O -0.158
2 O -0.199
3 O 0.003
4 O -0.047



Entry 2:
The following is a DFT calculation (ωB97M-V/def2-TZVPD) of a structure of composition C3H14BrN2O5Pt.

Atoms and positions in Å:
Pt1 0.54780 -0.18946 -1.30551
Br1 0.79836 -1.60329 -3.49240
O1 1.97698 1.25878 -1.68592
O2 -0.19972 1.13084 0.19805
O3 1.69015 -1.32064 0.11627
O4 -0.84788 1.14128 -2.38944
O5 -0.97256 -1.51953 -0.41959
N1 -0.24904 2.49366 2.01329
N2 -1.90598 1.24491 1.50175
C1 -0.76628 1.66684 1.12219
C2 0.95632 -2.07674 1.07387
C3 -0.34263 -2.49152 0.45948
H1 -0.75216 2.81376 2.82847
H2 1.50646 -3.00430 1.23225
H3 -1.63563 -1.94386 -0.96904
H4 -2.30618 0.34526 1.27689
H5 2.88428 1.06739 -1.92344
H6 -0.98206 -2.74906 1.30382
H7 2.64284 -1.29307 0.23132
H8 -1.09385 1.36478 -3.28710
H9 -0.38466 -3.41903 -0.11154
H10 0.68596 2.82621 1.82549
H11 1.93719 2.21407 -1.64053
H12 0.84847 -1.42418 1.94026
H13 -1.52212 1.55034 -1.84695
H14 -2.51415 1.91651 1.94809

Values from the calculation:
LUMO energy (spin up / spin down)   -0.052 / -0.137 eV
Spin multiplicity   4
Frontier orbital gap (spin up / spin down)   2.624 / 7.904 eV
Net charge   0

Here are the Löwdin charges for atoms 1 to 4, given in e:
1 Pt 0.815
2 Br -0.246
3 O -0.238
4 O -0.097



Entry 3:
The following is a DFT calculation (ωB97M-V/def2-TZVPD) of a structure of composition C3H14CrNOS.

Atoms and positions in Å:
Cr1 -1.04892 -0.22537 -1.17621
S1 0.18139 0.63048 1.58877
O1 -0.45214 1.04495 0.23665
N1 1.06802 -0.02904 -1.66312
C1 0.45571 -1.17351 1.52095
C2 1.91578 1.17283 1.41325
C3 -2.86269 0.04638 -0.30210
H1 -2.94444 0.93284 0.34311
H2 1.63953 -0.83535 -1.38327
H3 0.15771 -1.63577 0.56136
H4 -0.14921 -1.60460 2.32870
H5 1.23744 0.06090 -2.66975
H6 2.56920 0.34617 1.11123
H7 1.50161 0.78584 -1.22004
H8 -1.54881 0.39445 -2.51724
H9 -0.62621 -1.35603 -2.15387
H10 2.22779 1.55116 2.39334
H11 1.50831 -1.38555 1.74002
H12 -3.60900 0.13974 -1.12395
H13 1.93063 1.98370 0.67724
H14 -3.15167 -0.84424 0.29493

Values from the calculation:
LUMO energy (spin up / spin down)   2.974 / 3.075 eV
Spin multiplicity   5
Frontier orbital gap (spin up / spin down)   2.739 / 7.880 eV
Net charge   -1

Here are the Löwdin charges for atoms 1 to 4, given in e:
1 Cr 0.204
2 S 0.663
3 O -0.715
4 N -0.057



Entry 4:
The following is a DFT calculation (ωB97M-V/def2-TZVPD) of a cluster of 5 separate species, C3H14IO4 in total.

Atoms and positions in Å:
I1 -1.75322 0.31796 1.06606
O1 -3.02686 3.64705 1.88076
O2 -2.45960 -3.23842 1.07140
O3 1.16469 1.25894 -0.81261
O4 -1.85660 -1.59889 4.15749
C1 1.57806 0.41034 -1.86289
C2 1.98331 -0.94947 -1.32879
C3 2.72807 1.10457 -2.55418
H1 0.75205 0.27096 -2.57892
H2 3.49108 1.34763 -1.81007
H3 -2.73974 -1.79836 4.48031
H4 0.34932 0.87411 -0.43903
H5 1.20229 -1.34351 -0.67607
H6 -1.78252 -3.53999 1.68478
H7 2.39527 2.04781 -2.99303
H8 2.90072 -0.87023 -0.73418
H9 -3.23256 4.00942 1.01463
H10 -2.77690 2.72515 1.68371
H11 -2.21797 -2.30739 0.91849
H12 -2.01532 -1.16864 3.29596
H13 3.15130 0.47134 -3.33303
H14 2.16513 -1.67036 -2.13080

Values from the calculation:
LUMO energy   3.366 eV
Frontier orbital gap   8.179 eV
Relative energy (zero: lowest compared OMol25 entry of this formula, charge and spin)   0.0000 eV
Net charge   -1

Here are the Löwdin charges for atoms 1 to 4, given in e:
1 I 0.066
2 O -0.134
3 O -0.136
4 O -0.109



Entry 5:
The following is a DFT calculation (ωB97M-V/def2-TZVPD) of a structure of composition C3H14Li3N6O5.

Atoms and positions in Å:
O1 0.26757 0.94344 -3.02997
O2 -1.18157 -1.53017 -1.15932
O3 1.95546 0.39249 0.17602
O4 -1.32536 1.29727 -0.41845
O5 1.63507 -1.44865 -1.81564
N1 -1.93244 1.11187 1.72826
N2 -3.34349 -1.09116 -1.18729
N3 3.09690 0.01621 2.07596
N4 3.53732 1.57993 0.93251
N5 -0.53234 2.60764 1.19573
N6 -2.67344 -2.83710 -0.18124
C1 -1.29527 1.63794 0.73217
C2 -2.33321 -1.79156 -0.83303
C3 2.88294 0.54790 0.94866
Li1 0.38835 0.03721 -1.23177
Li2 0.46443 -2.74283 -1.10635
Li3 1.81788 -0.28485 -3.33161
H1 2.16901 -1.30067 -1.01094
H2 -4.28421 -1.24892 -0.85522
H3 -3.11590 -0.24138 -1.68345
H4 -0.14458 0.14742 -3.41858
H5 3.95757 0.06034 2.60265
H6 -2.03001 -3.61389 -0.23324
H7 -2.53863 0.42041 1.31050
H8 2.53483 -0.74659 2.42568
H9 -3.53180 -3.03261 0.31384
H10 4.30438 1.75357 1.56620
H11 3.33499 2.16401 0.13375
H12 -1.79071 1.39635 2.68695
H13 -0.29070 2.69091 2.17286
H14 -0.00300 3.10546 0.49425

Values from the calculation:
LUMO energy (spin up / spin down)   -6.122 / -10.749 eV
Spin multiplicity   2
Frontier orbital gap (spin up / spin down)   9.460 / 4.830 eV
Net charge   +2

Here are the Löwdin charges for atoms 1 to 4, given in e:
1 O -0.028
2 O -0.099
3 O -0.030
4 O 0.006



Entry 6:
The following is a DFT calculation (ωB97M-V/def2-TZVPD) of a cluster of 3 separate species, C3H14N2O2 in total.

Atoms and positions in Å:
O1 -4.90735 -1.18186 0.05681
O2 2.39985 2.70731 -3.19025
N1 -0.30136 2.14589 0.93894
N2 0.57870 -0.00888 0.36693
C1 1.89657 -2.06404 0.49816
C2 -0.61428 0.73313 0.66563
C3 0.51209 -1.45833 0.36247
H1 1.78075 -3.14471 0.60539
H2 -0.24219 2.56263 0.01007
H3 1.41844 0.34517 0.78599
H4 -5.62158 -1.11111 -0.58173
H5 2.47268 -1.87831 -0.39252
H6 2.38186 -1.68480 1.38217
H7 -0.00587 -1.76136 -0.55464
H8 2.07802 1.89212 -2.76128
H9 3.06360 3.02211 -2.55061
H10 -5.04899 -0.47774 0.70133
H11 -1.20936 0.74438 -0.25843
H12 -1.18164 0.26682 1.48686
H13 -0.12115 -1.82324 1.19607
H14 0.67120 2.17481 1.23264

Values from the calculation:
LUMO energy (spin up / spin down)   2.989 / 2.868 eV
Spin multiplicity   2
Frontier orbital gap (spin up / spin down)   1.860 / 7.940 eV
Relative energy (zero: lowest compared OMol25 entry of this formula, charge and spin)   0.8257 eV
Net charge   -1

Here are the Löwdin charges for atoms 1 to 4, given in e:
1 O -0.093
2 O -0.332
3 N -0.037
4 N -0.112



Entry 7:
The following is a DFT calculation (ωB97M-V/def2-TZVPD) of a cluster of 3 separate species, C3H14N2O2 in total.

Atoms and positions in Å:
O1 1.39040 2.28800 1.22170
O2 2.09541 0.87091 -1.02406
N1 -1.55815 -0.81564 -2.39447
N2 -0.13233 0.15250 2.28873
C1 -0.90835 -0.19848 -0.06613
C2 -0.85078 -1.32733 -1.17249
C3 -0.10504 -0.69825 1.09163
H1 0.99381 -0.76069 0.69476
H2 -1.13163 -0.01341 -2.76957
H3 2.03403 2.35023 1.90041
H4 -0.31585 -1.75600 1.39759
H5 0.84748 1.61330 1.48229
H6 0.14981 -0.44910 3.12305
H7 2.34649 1.27341 -1.83176
H8 -0.42244 0.67288 -0.39336
H9 0.09742 -1.47725 -1.44039
H10 -1.05503 0.57594 2.45499
H11 -1.92494 0.17549 -0.00015
H12 -1.25730 -2.30973 -0.87121
H13 1.43667 1.38953 -0.65579
H14 -1.72967 -1.55630 -3.03578

Values from the calculation:
LUMO energy (spin up / spin down)   3.662 / 3.555 eV
Spin multiplicity   2
Frontier orbital gap (spin up / spin down)   2.380 / 8.908 eV
Relative energy (zero: lowest compared OMol25 entry of this formula, charge and spin)   1.4141 eV
Net charge   -1

Here are the Löwdin charges for atoms 1 to 4, given in e:
1 O -0.097
2 O -0.060
3 N -0.018
4 N -0.113



Entry 8:
The following is a DFT calculation (ωB97M-V/def2-TZVPD) of a cluster of 4 separate species, C3H14N2O2S in total.

Atoms and positions in Å:
S1 -2.01190 -0.58316 -0.64774
O1 3.21728 -0.97965 1.42334
O2 0.10456 0.35020 -2.80358
N1 0.55492 0.84066 1.30103
N2 1.16482 -0.58187 -0.41058
C1 1.05152 0.80315 -0.06394
C2 -0.85782 1.00957 1.39322
C3 -1.74420 -0.26180 1.12113
H1 1.31206 -0.70030 -1.49549
H2 0.33313 -1.24149 -0.11802
H3 -1.48174 1.57338 -1.07500
H4 3.81415 -1.85461 1.50509
H5 -0.68403 0.18370 -2.21827
H6 2.59059 -1.15514 0.64106
H7 2.08122 1.23714 -0.06223
H8 -2.72083 -0.06556 1.60306
H9 -0.13402 -0.01185 -3.72721
H10 0.42636 1.40086 -0.73607
H11 0.92232 1.80124 1.63079
H12 -1.12863 1.75440 0.61269
H13 -1.34539 -1.17536 1.56661
H14 -1.10470 1.50279 2.34315

Values from the calculation:
LUMO energy   -1.985 eV
Frontier orbital gap   6.789 eV
Relative energy (zero: lowest compared OMol25 entry of this formula, charge and spin)   4.5840 eV
Net charge   0

Here are the Löwdin charges for atoms 1 to 4, given in e:
1 S 0.649
2 O -0.195
3 O -0.186
4 N -0.062



Entry 9:
The following is a DFT calculation (ωB97M-V/def2-TZVPD) of a cluster of 5 separate species, C3H14N2O7 in total.

Atoms and positions in Å:
O1 -1.18719 -1.46339 3.77387
O2 0.91641 2.50145 -2.45845
O3 -0.42210 3.80117 -0.41160
O4 1.53136 -1.95264 -0.78527
O5 0.06519 -0.55302 -2.64310
O6 1.79381 -2.45205 1.32719
O7 -1.82076 0.43342 -0.96692
N1 0.67642 -0.51916 0.80802
N2 -1.79446 -1.71315 1.63126
C1 0.36106 -0.48786 2.24479
C2 -0.96068 -1.18916 2.61761
C3 1.26596 -1.67362 0.38333
H1 1.13649 -1.09889 2.81218
H2 0.59519 -1.04903 -1.97348
H3 0.46223 0.51384 2.65461
H4 -2.69184 0.58131 -1.36721
H5 1.04238 3.45118 -2.34720
H6 0.38819 0.16930 0.13054
H7 0.53390 3.72819 -0.53625
H8 -0.68473 2.88021 -0.55176
H9 0.53850 0.21741 -2.94806
H10 -1.60755 -1.37585 0.70152
H11 -2.73075 -2.03164 1.78102
H12 1.46704 2.29051 -3.22452
H13 -1.27948 0.14389 -1.73156
H14 2.40542 -3.15243 1.07942

Values from the calculation:
SMILES string   NC(=O)CNC(=O)O.O.O.O.O
LUMO energy   0.109 eV
Frontier orbital gap   9.733 eV
Relative energy (zero: lowest compared OMol25 entry of this formula, charge and spin)   1.2280 eV
Net charge   0

Here are the Löwdin charges for atoms 1 to 4, given in e:
1 O 0.043
2 O -0.059
3 O -0.061
4 O 0.050



Entry 10:
The following is a DFT calculation (ωB97M-V/def2-TZVPD) of a cluster of 2 separate species, C3H14N4 in total.

Atoms and positions in Å:
N1 -0.09407 0.97117 2.12966
N2 0.28662 1.68702 0.90687
N3 -0.45267 -0.65279 -0.92114
N4 -0.37475 -0.52391 -2.33085
C1 0.59997 -1.54065 -0.46580
C2 -1.75887 -1.08651 -0.45553
C3 1.72965 1.81648 0.85765
H1 0.65241 -1.48583 0.61948
H2 -1.11250 1.00308 2.15178
H3 0.43053 -2.58376 -0.76967
H4 0.22500 1.55642 2.90311
H5 -2.50919 -0.35900 -0.76843
H6 -0.92588 0.28157 -2.61178
H7 1.99605 2.23258 -0.11124
H8 -2.03832 -2.07753 -0.84877
H9 1.53813 -1.19707 -0.89461
H10 2.04754 2.51030 1.63936
H11 -0.00653 1.06484 0.14703
H12 2.25855 0.86598 0.99968
H13 -0.74816 -1.35174 -2.80799
H14 -1.74350 -1.13062 0.63118

Values from the calculation:
SMILES string   CN(C)N.CNN
LUMO energy   1.012 eV
Frontier orbital gap   8.716 eV
Relative energy (zero: lowest compared OMol25 entry of this formula, charge and spin)   1.7762 eV
Net charge   0

Here are the Löwdin charges for atoms 1 to 4, given in e:
1 N -0.031
2 N -0.200
3 N -0.388
4 N 0.019



Entry 11:
The following is a DFT calculation (ωB97M-V/def2-TZVPD) of a cluster of 2 separate species, C3H14N6 in total.

Atoms and positions in Å:
N1 -0.95314 -0.27355 1.25876
N2 1.22923 1.06296 0.56579
N3 0.60607 -0.19761 -1.32646
N4 -1.10745 -1.53816 1.39539
N5 1.54785 0.57968 -2.03511
N6 -2.06529 0.45079 0.65896
C1 1.22058 1.37130 2.05210
C2 -0.15057 -1.21640 -2.06368
C3 0.53185 0.11741 -0.05999
H1 -0.42994 -2.08001 -1.52130
H2 1.02218 0.79241 -2.93304
H3 -0.82725 -2.06978 2.15735
H4 2.23240 1.78906 2.18020
H5 2.38875 0.03301 -2.22464
H6 -0.93916 -0.76258 -2.61041
H7 -1.72645 -2.12674 0.65783
H8 0.37811 1.82159 2.41198
H9 2.10172 1.26284 0.16960
H10 -2.68384 -0.14879 0.01685
H11 -1.62216 1.14327 0.14495
H12 -2.50899 0.94015 1.43151
H13 0.47075 -1.44316 -2.91504
H14 1.28476 0.49233 2.58842

Values from the calculation:
LUMO energy   -8.677 eV
Frontier orbital gap   8.926 eV
Relative energy (zero: lowest compared OMol25 entry of this formula, charge and spin)   7.5866 eV
Net charge   +2

Here are the Löwdin charges for atoms 1 to 4, given in e:
1 N -0.074
2 N 0.064
3 N -0.190
4 N 0.059